Record 1
Molecular formula: C5H7NO2
Method: DFT, ωB97M-V/def2-TZVPD

For the frontier orbital gap, the calculation gives 7.5 eV. Its HOMO energy is -7.248 eV. The calculation puts the max |F| at 5.76 eV/A. The value obtained for the lowest unoccupied orbital energy is 0.30 eV. The SMILES is Cc1cc(O)c(O)[nH]1. The energy relative to the best compared isomer or geometry (same formula, charge and spin) is 52.2 kcal per mole.

Geometry as ORCA input:
```
! wB97M-V def2-TZVPD RIJCOSX def2/J DEFGRID3
* xyz 0 1
C -2.288 -0.192 0.010
C -0.818 -0.095 -0.136
C 0.022 -1.187 -0.012
C 1.350 -0.701 0.022
O 2.487 -1.570 -0.118
C 1.205 0.659 -0.147
O 2.092 1.629 -0.055
N -0.106 0.991 -0.136
H -2.895 0.071 -0.911
H -2.532 0.456 0.844
H -2.643 -1.144 0.224
H -0.346 -2.180 -0.057
H 3.344 -1.043 0.231
H 1.710 2.471 0.592
H -0.582 1.834 -0.352
*
```

Need the Löwdin charges? In units of e they are: number 1, C, carries -0.034; number 2, C, carries -0.375; number 3, C, carries 0.015; number 4, C, carries -0.218; number 5, O, carries -0.026; number 6, C, carries -0.394; number 7, O, carries 0.020; number 8, N, carries 0.124; number 9, H, carries 0.097; number 10, H, carries 0.078; number 11, H, carries 0.049; number 12, H, carries 0.105; number 13, H, carries 0.166; number 14, H, carries 0.227; number 15, H, carries 0.166

Record 2
Molecular formula: C5H7NO2
Method: DFT, ωB97M-V/def2-TZVPD

For the frontier orbital gap, the calculation gives 9.5 eV. Its HOMO energy is -8.671 eV. The calculation puts the max |F| at 3.95 eV/A. The value obtained for the lowest unoccupied orbital energy is 0.87 eV. The SMILES is C=C=NC(C)=O.C=O. The energy relative to the best compared isomer or geometry (same formula, charge and spin) is 75.2 kcal per mole.

Geometry as ORCA input:
```
! wB97M-V def2-TZVPD RIJCOSX def2/J DEFGRID3
* xyz 0 1
C -0.064 -2.822 0.692
C 0.083 -1.583 0.307
N 0.277 -0.485 -0.137
C 0.392 0.879 -0.274
C 1.310 1.466 0.770
O -0.231 1.465 -1.085
H -0.694 -3.482 0.219
H 0.689 -3.121 1.483
H 0.972 1.078 1.678
H 2.379 1.082 0.619
H 1.273 2.611 0.763
C -2.427 0.431 -1.524
O -2.072 -0.589 -0.994
H -2.787 1.311 -1.107
H -2.579 0.523 -2.684
*
```

Need the Löwdin charges? In units of e they are: number 1, C, carries 0.017; number 2, C, carries -0.157; number 3, N, carries 0.181; number 4, C, carries -0.522; number 5, C, carries 0.006; number 6, O, carries 0.089; number 7, H, carries 0.024; number 8, H, carries 0.085; number 9, H, carries 0.052; number 10, H, carries 0.114; number 11, H, carries 0.114; number 12, C, carries -0.150; number 13, O, carries -0.019; number 14, H, carries 0.053; number 15, H, carries 0.113

Record 3
Molecular formula: C5H7NO2
Method: DFT, ωB97M-V/def2-TZVPD

For the frontier orbital gap, the calculation gives 6.9 eV. Its HOMO energy is -8.265 eV. The calculation puts the max |F| at 0.99 eV/A. The value obtained for the lowest unoccupied orbital energy is -1.35 eV. The energy relative to the best compared isomer or geometry (same formula, charge and spin) is 143.8 kcal per mole.

Geometry as ORCA input:
```
! wB97M-V def2-TZVPD RIJCOSX def2/J DEFGRID3
* xyz 0 1
C -1.309 1.124 0.124
C 1.238 0.362 -0.229
C -0.501 -0.120 -0.121
C 1.919 0.004 0.873
C -0.758 -1.325 0.419
O 1.449 0.959 -1.288
N -0.231 -0.252 -1.920
O 0.028 -1.270 -2.366
H -1.119 1.496 1.132
H -1.011 1.904 -0.578
H -2.379 0.941 0.012
H 2.948 0.331 0.957
H 1.437 -0.485 1.701
H -0.244 -2.209 0.056
H -1.466 -1.461 1.230
*
```

Need the Löwdin charges? In units of e they are: number 1, C, carries -0.053; number 2, C, carries -0.460; number 3, C, carries -0.391; number 4, C, carries 0.029; number 5, C, carries 0.083; number 6, O, carries 0.008; number 7, N, carries 0.119; number 8, O, carries 0.136; number 9, H, carries 0.093; number 10, H, carries 0.084; number 11, H, carries 0.082; number 12, H, carries 0.056; number 13, H, carries 0.043; number 14, H, carries 0.082; number 15, H, carries 0.086

Record 4
Molecular formula: C5H7NO2
Method: DFT, ωB97M-V/def2-TZVPD

For the frontier orbital gap (spin up / spin down), the calculation gives 7.5 / 8.1 eV. Its HOMO energy (spin up / spin down) is -7.524 / -7.371 eV. The calculation puts the max |F| at 1.67 eV/A. The value obtained for the lowest unoccupied orbital energy (spin up / spin down) is -0.01 / 0.76 eV. The energy relative to the best compared isomer or geometry (same formula, charge and spin) is 92.5 kcal per mole.

Geometry as ORCA input:
```
! wB97M-V def2-TZVPD RIJCOSX def2/J DEFGRID3
* xyz 0 1
C 0.098 -0.625 1.523
C -0.177 -1.735 0.774
C 2.789 0.974 0.929
C 0.164 -0.022 -0.591
C -0.940 0.747 -1.319
N 0.299 0.438 0.740
O 3.180 0.777 -0.167
O -0.150 -1.430 -0.537
H 0.153 -0.543 2.591
H -0.440 -2.737 1.050
H 3.348 1.280 1.809
H 1.123 0.093 -1.139
H -1.129 0.303 -2.290
H -0.632 1.781 -1.428
H -1.849 0.713 -0.720
*
```

Need the Löwdin charges? In units of e they are: number 1, C, carries -0.155; number 2, C, carries -0.091; number 3, C, carries -0.041; number 4, C, carries -0.422; number 5, C, carries -0.015; number 6, N, carries 0.058; number 7, O, carries 0.018; number 8, O, carries -0.013; number 9, H, carries 0.106; number 10, H, carries 0.115; number 11, H, carries 0.056; number 12, H, carries 0.142; number 13, H, carries 0.078; number 14, H, carries 0.080; number 15, H, carries 0.084

Record 5
Molecular formula: C5H7NO2
Method: DFT, ωB97M-V/def2-TZVPD

For the frontier orbital gap, the calculation gives 10.9 eV. Its HOMO energy is -9.987 eV. The calculation puts the max |F| at 1.88 eV/A. The value obtained for the lowest unoccupied orbital energy is 0.88 eV. The energy relative to the best compared isomer or geometry (same formula, charge and spin) is 120.7 kcal per mole.

Geometry as ORCA input:
```
! wB97M-V def2-TZVPD RIJCOSX def2/J DEFGRID3
* xyz 0 1
C -0.018 -1.461 0.331
C -0.321 -0.181 -0.343
C -1.516 0.458 0.434
C 0.340 1.030 0.204
C 1.747 0.740 -0.344
H -0.618 -2.244 -0.165
H -0.242 -1.504 1.386
H 1.024 -1.728 0.159
H -2.220 -0.232 0.910
H -2.073 1.221 -0.146
H 0.012 1.865 -0.438
H 2.778 1.053 -0.180
N 1.523 0.152 -1.483
O -0.547 1.033 1.383
O 0.130 -0.203 -1.708
*
```

Need the Löwdin charges? In units of e they are: number 1, C, carries -0.012; number 2, C, carries -0.480; number 3, C, carries -0.078; number 4, C, carries -0.232; number 5, C, carries -0.029; number 6, H, carries 0.108; number 7, H, carries 0.095; number 8, H, carries 0.089; number 9, H, carries 0.126; number 10, H, carries 0.134; number 11, H, carries 0.160; number 12, H, carries 0.121; number 13, N, carries 0.076; number 14, O, carries -0.045; number 15, O, carries -0.032

Record 6
Molecular formula: C5H7NO2
Method: DFT, ωB97M-V/def2-TZVPD

For the frontier orbital gap, the calculation gives 10.4 eV. Its HOMO energy is -9.805 eV. The calculation puts the max |F| at 3.09 eV/A. The value obtained for the lowest unoccupied orbital energy is 0.56 eV. The SMILES is CC1=C(C)C1[N+](=O)[O-]. The energy relative to the best compared isomer or geometry (same formula, charge and spin) is 116.7 kcal per mole.

Geometry as ORCA input:
```
! wB97M-V def2-TZVPD RIJCOSX def2/J DEFGRID3
* xyz 0 1
C 0.170 1.590 1.625
C -0.046 0.609 0.490
C -0.605 -0.335 -0.267
C -1.724 -1.321 -0.479
C 0.577 0.285 -0.871
N 1.768 -0.606 -0.939
O 2.589 -0.419 -1.823
O 1.746 -1.596 -0.200
H 1.311 1.558 1.885
H -0.427 1.392 2.475
H -0.023 2.624 1.393
H -2.218 -1.075 -1.434
H -1.244 -2.298 -0.591
H -2.431 -1.442 0.338
H 0.557 1.033 -1.601
*
```

Need the Löwdin charges? In units of e they are: number 1, C, carries -0.026; number 2, C, carries -0.070; number 3, C, carries -0.144; number 4, C, carries -0.018; number 5, C, carries -0.110; number 6, N, carries -0.357; number 7, O, carries 0.064; number 8, O, carries 0.053; number 9, H, carries 0.123; number 10, H, carries 0.051; number 11, H, carries 0.066; number 12, H, carries 0.088; number 13, H, carries 0.081; number 14, H, carries 0.077; number 15, H, carries 0.120